Entry w
Computed, not measured: a gas-phase ion, C5H14NO (charge +1), with the ωB97M-V functional and the def2-TZVPD basis.

XYZ file:
```
21
Properties=species:S:1:pos:R:3:mulliken_charge:R:1
C 1.65 1.59 -1.25 -1.1644
C 0.15 1.49 -1.31 -0.2597
C -0.59 0.15 -0.87 -0.9481
C -0.07 -0.53 0.44 -0.1489
N -0.56 0.27 1.65 -0.2893
C -0.72 -2.04 0.53 -0.5331
O -0.70 -2.27 1.96 -0.6146
H 1.99 2.35 -1.95 0.3494
H 2.22 1.90 -0.33 0.2766
H 2.01 0.62 -1.63 0.3252
H -0.11 1.41 -2.44 0.2788
H -0.27 2.26 -0.70 0.3332
H -0.20 -0.61 -1.72 0.3499
H -1.66 0.18 -0.97 0.4403
H 0.99 -0.49 0.51 0.4121
H 0.08 1.16 1.64 0.3977
H -0.47 -0.35 2.43 0.3370
H -1.49 0.69 1.51 0.3552
H -1.82 -1.87 0.34 0.2733
H -0.18 -2.72 -0.04 0.4671
H -0.24 -3.20 2.21 0.3621
```

Calculated values
2S+1: 1
SMILES: CCC[C@@H]([NH3+])CO
Net charge: +1

---

Entry x
Computed, not measured: 2 unconnected molecules or ions with the total composition C5H14NO, with the ωB97M-V functional and the def2-TZVPD basis.

XYZ file:
```
21
Properties=species:S:1:pos:R:3:mulliken_charge:R:1
C -2.53 -0.11 -0.06 -0.9659
C 0.65 -1.49 -1.17 -1.3022
C 1.94 0.72 1.52 -0.7032
C -1.52 -0.15 1.00 -0.3461
C 0.75 -0.31 -0.26 0.2954
N 0.59 0.99 -1.09 -0.2525
O 1.83 -0.29 0.53 -0.3238
H -3.51 -0.30 0.40 0.3519
H -2.40 -0.90 -0.80 0.2455
H -2.60 0.86 -0.54 0.2972
H 1.46 -1.51 -1.90 0.4118
H 0.72 -2.40 -0.58 0.3548
H -0.30 -1.50 -1.69 0.3291
H 0.98 0.89 2.01 0.2625
H 2.33 1.65 1.10 0.3149
H 2.65 0.35 2.26 0.2713
H -1.34 0.74 1.58 0.3499
H -1.34 -1.09 1.50 0.3275
H 1.33 1.08 -1.80 0.3556
H -0.32 0.97 -1.56 0.3451
H 0.63 1.81 -0.47 0.3811
```

Calculated values
2S+1: 1
Net charge: +1

---

Which is the most stable structure? entry w is the most stable.

---

Entry w
Computed, not measured: C5H11ClN2 in the gas phase, with the ωB97M-V functional and the def2-TZVPD basis.

XYZ file:
```
19
Properties=species:S:1:pos:R:3:mulliken_charge:R:1
C -2.07 -3.03 1.58 -1.0000
C -1.20 -1.81 1.28 0.1889
N -1.60 -0.83 0.53 -0.6577
N -0.85 0.28 0.25 0.0023
C 0.59 0.20 0.18 0.2244
C 1.11 -0.84 -0.84 -1.2424
C 1.22 1.57 0.14 -0.8032
Cl 1.19 2.26 -1.47 -0.1919
H -2.91 -3.16 0.86 0.2676
H -1.44 -3.92 1.49 0.2800
H -2.49 -3.01 2.61 0.2624
H -0.21 -1.85 1.78 0.2926
H -1.23 0.70 -0.59 0.3072
H 0.91 -0.22 1.17 0.2082
H 2.18 -0.87 -0.82 0.3727
H 0.63 -0.70 -1.85 0.3040
H 0.70 -1.80 -0.55 0.4015
H 2.25 1.48 0.51 0.3791
H 0.70 2.15 0.87 0.4045
```

Calculated values
2S+1: 1
SMILES: C/C=N/N[C@@H](C)CCl
Net charge: 0

---

Entry x
Computed, not measured: 3 unconnected molecules or ions with the total composition C5H11ClN2, with the ωB97M-V functional and the def2-TZVPD basis.

XYZ file:
```
19
Properties=species:S:1:pos:R:3:mulliken_charge:R:1
C -0.20 0.81 2.01 -1.3232
C 0.23 0.24 0.50 0.5074
C 1.23 1.15 -0.29 -0.3971
C -0.03 -1.21 0.24 -0.4992
C -1.13 -0.19 -0.18 -0.0572
H -0.67 1.92 1.60 0.2596
H -0.91 0.28 2.48 0.4185
H 0.59 0.72 2.72 0.3562
H 1.42 0.60 -1.20 0.1631
H 2.27 1.17 0.18 0.3592
H -0.39 -1.82 1.05 0.4215
H 0.92 -1.34 -1.69 0.2705
H 1.65 -2.28 -0.44 0.2785
H -2.14 -0.37 0.19 0.3755
H -0.98 -1.33 -2.21 0.2693
H -2.34 0.80 -2.01 0.2411
N 0.71 -1.91 -0.86 -0.6962
N -1.00 0.03 -1.57 -0.7774
Cl 0.76 2.72 -0.51 -0.1700
```

Calculated values
2S+1: 1
Net charge: 0

---

Which is the most stable structure? entry w is the most stable.